Formula: C2H2BrNS2
Source: OMol25
Level of theory: ωB97M-V/def2-TZVPD

Output
total energy = -3502.4413 hartree
ΔE to the lowest compared entry with this formula, charge and spin = 172.00 kJ/mol
LUMO (spin up / spin down) = -3.076 / -3.073 eV

Each line ends with the Mulliken charge.
CARTESIAN COORDINATES (ANGSTROEM)
S1 -2.0193 0.4782 -1.7420  0.092
C1 0.7792 0.3026 0.2447  -0.319
C2 -0.2868 -0.7189 -0.1048  0.000
H1 -0.1767 -1.6638 0.4139  0.384
H2 1.7322 -0.2136 0.3186  0.325
Br1 0.3493 0.5597 2.3258  -0.167
N1 -1.2811 -0.5131 -0.8305  -0.136
S2 0.9032 1.7690 -0.6257  -0.178

***

Formula: C14H14AlI2O4S2Y
Source: OMol25
Level of theory: ωB97M-V/def2-TZVPD

Output
total energy = -2513.7471 hartree
LUMO (spin up / spin down) = -15.085 / -16.897 eV
net charge = +4

Each line ends with the Mulliken charge.
CARTESIAN COORDINATES (ANGSTROEM)
C1 -2.0405 -5.2150 1.0220  -0.487
C2 -1.0046 -4.3278 1.2978  -0.987
H1 -3.6554 -3.4992 -1.4736  0.463
C3 -1.9132 -2.8088 -0.3509  0.862
I1 -0.5219 0.2012 -4.4721  0.373
C4 1.8118 2.9680 0.5611  -0.925
H2 1.2139 2.7220 1.4426  0.183
S1 -0.0446 1.7068 -0.8018  0.415
C5 2.8331 0.0220 -1.4707  0.136
O1 -2.6044 -1.0852 3.1273  -0.018
Y1 0.6218 -0.6591 -2.1054  0.869
C6 -0.0495 4.4222 -0.3613  -1.302
O2 3.8834 0.3779 -1.1198  0.054
C7 0.9196 3.2854 -0.6209  0.876
C8 -0.9310 -3.1385 0.5771  -0.274
H3 -0.2456 -4.5289 2.0538  0.471
H4 -0.1400 -2.4007 0.7643  0.570
C9 -2.9946 -4.9436 0.0357  -0.587
H5 -3.8048 -5.6542 -0.1575  0.446
O3 2.6159 -3.5309 -0.9216  0.041
C10 1.6729 3.4182 -1.9325  -1.297
H6 1.0018 3.4605 -2.7954  0.385
H7 0.5624 5.3280 -0.2644  0.482
S2 -1.9059 -1.0869 -0.9494  -0.354
H8 -2.1035 -6.1304 1.5976  0.457
C11 -2.1530 -0.4597 2.2732  0.500
H9 2.4474 2.1069 0.3389  0.180
O4 -0.9195 2.9658 3.0730  -0.037
H10 -0.6347 4.2722 0.5507  0.245
I2 -3.6341 1.6530 -2.2710  0.313
H11 2.2680 4.3354 -1.9115  0.468
C12 -1.0744 2.1967 2.2217  0.356
C13 1.9695 -2.6458 -1.3068  0.199
Al1 -1.4552 0.7402 0.5780  0.364
H12 2.3433 2.5693 -2.1018  0.243
H13 2.4350 3.8381 0.7686  0.472
C14 -2.9308 -3.7413 -0.6859  -0.539
H14 -0.7608 4.5403 -1.1855  0.385

***

Formula: C4H7N3O
Source: OMol25
Level of theory: ωB97M-V/def2-TZVPD

Output
total energy = -395.9308 hartree
ΔE to the lowest compared entry with this formula, charge and spin = 571.37 kJ/mol
LUMO = 0.148 eV
SMILES string = [H]/N=C\N(O)CCC#N

Each line ends with the Mulliken charge.
CARTESIAN COORDINATES (ANGSTROEM)
N1 2.6994 0.7348 -0.8190  -0.433
H1 -0.0311 -0.1948 1.8962  0.298
N2 -1.0683 0.1622 -0.0077  0.008
N3 -0.0664 2.2385 0.3420  -0.615
H2 0.2880 2.0084 1.4402  0.273
H3 -2.7726 -0.2323 -0.9431  0.385
H4 -0.8988 -1.5788 1.1207  0.296
C1 1.9755 -0.1444 -0.4389  0.245
H5 1.6228 -1.8741 0.5782  0.408
C2 1.1066 -1.1393 0.0432  -0.359
H6 -0.8629 1.3662 -1.6671  0.261
H7 0.5449 -1.4956 -0.8598  0.244
C3 -0.6902 1.3718 -0.3899  0.176
O1 -1.6322 -0.5038 -1.1105  -0.479
C4 -0.2146 -0.7187 0.8154  -0.707

***

Formula: C2H4O3P
Source: OMol25
Level of theory: ωB97M-V/def2-TZVPD

Output
total energy = -645.6416 hartree
ΔE to the lowest compared entry with this formula, charge and spin = 427.41 kJ/mol
LUMO = 4.166 eV
net charge = -1

Each line ends with the Mulliken charge.
CARTESIAN COORDINATES (ANGSTROEM)
O1 -1.0564 -0.1494 -0.9277  -0.199
H1 -1.8991 -0.5762 0.9925  -0.021
C1 -0.3292 0.8865 -0.2301  -0.687
O2 2.0664 -0.9764 0.1816  -0.317
H2 -0.6548 -1.8397 0.5383  -0.012
O3 2.7263 1.1284 -0.3741  -0.403
H3 -0.5141 1.9472 -0.5824  0.136
P1 -1.7195 -1.3353 -0.2273  -0.044
C2 2.1056 0.1382 -0.1574  0.361
H4 -0.7251 0.7768 0.7865  0.186

***

Formula: CH4N2O
Source: OMol25
Level of theory: ωB97M-V/def2-TZVPD

Output
total energy = -225.1641 hartree
ΔE to the lowest compared entry with this formula, charge and spin = 335.80 kJ/mol
LUMO = 0.895 eV
SMILES string = OC1NN1

Each line ends with the Mulliken charge.
CARTESIAN COORDINATES (ANGSTROEM)
C1 -0.1884 -0.2668 -0.2542  0.296
N1 0.8995 0.6580 -0.1438  -0.470
H1 -1.8458 0.7157 0.1942  0.331
H2 0.4556 -0.1977 1.3717  0.252
H3 1.5080 0.6839 -0.9348  0.240
N2 0.9084 -0.5764 0.5825  -0.445
H4 -0.3011 -0.8583 -1.1904  0.324
O1 -1.4361 -0.1583 0.3748  -0.528

***

Formula: C2H2IN3
Source: OMol25
Level of theory: ωB97M-V/def2-TZVPD

Output
total energy = -539.1901 hartree
ΔE to the lowest compared entry with this formula, charge and spin = 445.73 kJ/mol
LUMO = -0.145 eV
SMILES string = I[C@@]12CN1N=N2

Each line ends with the Mulliken charge.
CARTESIAN COORDINATES (ANGSTROEM)
N1 0.6235 -0.1184 -1.5090  -0.162
C1 -0.6638 0.7202 0.2664  -0.217
H1 -1.4192 0.7093 -0.3982  0.282
I1 1.1822 -1.6990 1.7821  0.117
N2 0.1246 -1.1872 -1.1464  -0.194
N3 0.6849 0.5679 -0.2867  -0.177
C2 0.0753 -0.5567 0.3719  0.093
H2 -0.6075 1.5640 0.9197  0.259

***

Formula: C45H36Cl3N3P2Tl
Source: OMol25
Level of theory: ωB97M-V/def2-TZVPD

Output
total energy = -4135.9832 hartree
ΔE to the lowest compared entry with this formula, charge and spin = 564.92 kJ/mol
LUMO = -5.551 eV
net charge = +1

Each line ends with the Mulliken charge.
CARTESIAN COORDINATES (ANGSTROEM)
C1 -2.1275 0.1293 -5.1027  -0.619
C2 0.3819 6.4159 -2.8157  -0.216
Cl1 5.0449 1.1624 1.5999  -0.041
C3 3.0111 -2.1072 2.7306  -1.093
H1 -3.1995 4.2584 0.7876  0.464
H2 1.8239 2.4809 2.9639  -0.015
C4 -2.3093 -6.0209 0.8091  -0.404
C5 -2.2745 -2.9119 1.0314  -1.222
C6 -0.3109 -3.6771 -1.5212  -1.167
C7 1.0062 4.1260 -2.3318  -0.505
C8 -2.2312 -2.6517 -0.4174  1.420
H3 -0.1890 7.6703 -1.3153  0.480
N1 3.2815 -1.0572 -0.5085  -0.213
C9 4.0454 -0.2420 -0.4011  -0.180
C10 5.1814 0.6640 -0.1313  0.561
C11 -1.6802 -3.5880 -1.3745  -1.399
H4 4.8556 6.0435 1.1923  0.393
H5 -0.6723 -0.8054 2.3787  0.057
H6 -3.4013 1.1100 -2.1447  0.333
C12 0.1212 -5.9105 1.1346  -0.438
H7 -2.3420 -1.8660 -5.9866  0.401
N2 -1.3968 -1.9281 0.4623  -0.176
H8 -4.1574 -0.8685 0.9245  0.542
C13 0.4201 -1.0949 2.4771  0.370
C14 3.5296 3.7147 3.3871  -0.731
C15 0.7994 5.1873 -3.2475  -0.793
C16 -3.1402 -0.9770 -2.7550  0.758
H9 -5.1145 -0.0075 -0.2057  0.425
H10 -1.0123 -3.7957 2.5199  0.891
H11 -0.8942 -8.9383 0.0029  0.436
H12 -0.7976 4.0787 1.8385  0.531
H13 -2.3302 -4.0729 -2.0965  0.761
C17 0.7234 4.3304 -0.9931  0.135
C18 2.1240 -2.6473 1.8276  -0.426
H14 0.0821 5.7223 0.5028  0.264
C19 0.0728 6.6743 -1.5096  -1.038
C20 -4.0508 -0.3201 0.0126  -0.710
P1 -3.7816 -1.7463 -1.2158  -0.268
C21 -2.4697 0.9458 -4.0336  -0.412
H15 1.3835 3.2501 -2.7851  0.563
H16 1.2285 -7.6386 0.7341  0.405
C22 -0.1545 -2.7440 0.7210  0.535
H17 -3.2596 -5.4683 0.8754  0.440
C23 -3.9319 2.2318 0.2137  -1.129
C24 3.1643 4.7447 0.8754  -0.267
C25 -3.0123 0.4205 -2.8614  -0.447
H18 2.5168 -3.4195 1.1904  0.321
C26 -1.1439 -5.2916 1.1059  0.494
C27 2.5256 3.2290 2.5766  -0.103
Cl2 5.0220 2.1819 -1.0450  -0.069
H19 3.0066 5.1547 -0.1533  0.289
C28 -2.9419 -1.7835 -3.8966  -0.161
C29 -3.3157 1.0069 0.2172  0.085
P2 0.9767 3.0302 0.2974  0.389
C30 1.2573 -0.5776 3.4525  -0.947
C31 -2.1743 -7.3256 0.5014  -0.601
C32 2.3306 3.7081 1.3119  0.414
C33 -2.4444 -1.2521 -5.0792  -0.792
H20 1.0116 4.9830 -4.2731  0.460
N3 -1.9812 1.1317 0.5549  0.172
C34 0.4446 -3.1545 -0.5032  -0.160
H21 -1.8860 0.6340 -6.0205  0.448
H22 3.5981 3.2509 4.3626  0.429
H23 1.0270 -5.3903 1.3937  0.405
C35 2.5345 -1.0868 3.5471  -0.675
C36 4.4014 4.6627 2.8675  -0.289
C37 -0.5292 3.0338 1.4336  -0.677
H24 -3.1795 -2.8096 -3.7802  0.432
H25 4.0268 -2.4737 2.8147  0.491
Cl3 6.7582 -0.0978 -0.5049  -0.088
H26 1.4951 -3.3445 -0.4992  0.426
H27 0.3114 7.2312 -3.5641  0.332
C38 0.2307 5.6129 -0.5891  0.187
C39 0.2059 -7.2391 0.7585  -0.755
C40 -1.1932 -3.8535 1.4483  -0.142
H28 -2.3565 2.0626 -4.1543  0.384
H29 5.2545 4.9548 3.5156  0.314
H30 3.1959 -0.7502 4.3191  0.480
H31 0.1125 -4.0388 -2.4366  0.606
H32 -4.9390 2.5025 -0.0612  0.470
C41 4.2373 5.2161 1.6181  -0.792
C42 -1.8065 2.4694 0.8302  0.294
H33 0.9472 0.2060 4.1272  0.557
C43 0.8343 -2.1017 1.6567  0.608
C44 -0.8799 -7.9349 0.3913  -0.738
H34 -0.2343 2.3484 2.2509  0.244
Tl1 -0.1069 0.3411 -0.6438  1.382
H35 -3.1619 -2.6358 1.5139  0.422
C45 -2.9495 3.2155 0.5811  -1.239
H36 -3.0780 -7.8823 0.3174  0.434

***

Formula: CBr3O3S
Source: OMol25
Level of theory: ωB97M-V/def2-TZVPD

Output
total energy = -8384.1115 hartree
ΔE to the lowest compared entry with this formula, charge and spin = 78.78 kJ/mol
LUMO = 2.956 eV
net charge = -1

Each line ends with the Mulliken charge.
CARTESIAN COORDINATES (ANGSTROEM)
C1 -0.9601 -0.0986 0.0334  -0.265
O1 1.5427 0.2447 1.3835  -0.586
O2 1.5498 -1.2162 -0.6599  -0.582
Br1 -1.4140 1.4974 1.1088  -0.063
O3 1.1750 1.2177 -0.7636  -0.524
S1 1.1323 0.0375 -0.0137  1.083
Br2 -1.2831 0.0018 -1.7747  -0.013
Br3 -1.7426 -1.6843 0.6862  -0.049